{
  "formula": "C3H8NO5PS",
  "method": "ωB97M-V/def2-TZVPD",
  "symbols": ["C", "C", "C", "N", "O", "O", "O", "O", "O", "P", "S", "H", "H", "H", "H", "H", "H", "H", "H"],
  "coordinates": [[-0.62, -1.60, -0.55], [-1.04, 0.72, 1.61], [1.03, 0.51, -1.29], [-0.79, -0.30, -1.11], [2.03, 1.07, 1.26], [3.41, 0.56, -0.77], [2.15, -1.33, 0.57], [-1.73, 1.95, -0.76], [-2.89, -0.07, 0.12], [2.25, 0.13, 0.12], [-1.62, 0.62, -0.11], [-1.47, -1.95, -0.07], [-0.57, -2.25, -1.34], [0.29, -1.81, 0.20], [-1.30, -0.32, 2.06], [0.04, 0.92, 1.58], [-1.47, 1.63, 2.00], [1.46, -0.10, -2.21], [0.86, 1.62, -1.33]],
  "mol_weight_g_mol": 201.1,
  "charge": -2,
  "homo_energy_ev": -0.305,
  "fmax_ev_per_a": 3.94,
  "e_above_lowest_kcal_mol": 60.54,
  "lumo_energy_ev": 5.7,
  "multiplicity": 1
}

***

{
  "formula": "C43H27F5I2N2O4P2PtSeTe",
  "method": "ωB97M-V/def2-TZVPD",
  "symbols": ["Pt", "Te", "C", "C", "C", "N", "C", "C", "C", "P", "C", "C", "C", "C", "C", "C", "C", "C", "C", "C", "C", "C", "P", "C", "C", "C", "C", "C", "C", "C", "C", "C", "C", "C", "C", "H", "H", "H", "H", "H", "H", "H", "H", "H", "H", "H", "H", "H", "H", "H", "H", "H", "H", "H", "H", "H", "H", "H", "H", "O", "C", "O", "C", "C", "C", "N", "C", "C", "C", "O", "O", "H", "H", "H", "I", "I", "F", "C", "C", "F", "C", "F", "C", "Se", "C", "F", "C", "F"],
  "coordinates": [[-0.85, -0.27, 0.64], [1.25, 3.53, -1.89], [1.65, 2.69, -3.78], [1.01, 3.18, -4.91], [1.28, 2.59, -6.14], [2.10, 1.56, -6.30], [2.71, 1.09, -5.21], [2.53, 1.62, -3.94], [0.73, 1.70, -1.03], [-0.54, 0.67, -1.45], [-1.33, 0.95, -3.03], [-0.89, 0.25, -4.14], [-1.47, 0.50, -5.37], [-2.49, 1.43, -5.48], [-2.94, 2.13, -4.36], [-2.36, 1.89, -3.13], [0.00, -1.07, -1.42], [1.35, -1.42, -1.19], [1.74, -2.74, -1.25], [0.82, -3.72, -1.60], [-0.50, -3.39, -1.91], [-0.92, -2.08, -1.80], [0.69, 1.46, 0.70], [0.14, 3.06, 1.37], [0.97, 3.85, 2.17], [0.51, 5.08, 2.63], [-0.76, 5.52, 2.29], [-1.57, 4.75, 1.48], [-1.12, 3.53, 1.01], [2.31, 1.17, 1.42], [2.41, 1.02, 2.80], [3.64, 0.74, 3.38], [4.77, 0.61, 2.58], [4.67, 0.77, 1.20], [3.44, 1.05, 0.62], [0.31, 4.00, -4.84], [0.79, 2.96, -7.04], [3.37, 0.25, -5.36], [3.06, 1.20, -3.10], [-0.09, -0.48, -4.06], [-1.12, -0.03, -6.25], [-2.95, 1.62, -6.44], [-3.74, 2.85, -4.45], [-2.70, 2.43, -2.25], [2.06, -0.64, -0.94], [2.75, -3.04, -1.00], [1.16, -4.75, -1.61], [-1.20, -4.16, -2.18], [-1.96, -1.83, -1.99], [1.96, 3.51, 2.44], [1.15, 5.68, 3.26], [-1.11, 6.47, 2.67], [-2.56, 5.10, 1.20], [-1.76, 2.94, 0.36], [1.53, 1.10, 3.43], [3.72, 0.63, 4.45], [5.73, 0.39, 3.02], [5.55, 0.67, 0.58], [3.36, 1.19, -0.45], [2.39, -5.62, 0.23], [1.83, -5.82, 1.34], [1.72, -6.81, 2.05], [1.12, -4.52, 1.73], [1.84, -3.40, 2.13], [1.24, -2.16, 2.12], [-0.03, -2.00, 1.71], [-0.76, -3.09, 1.44], [-0.24, -4.36, 1.49], [-2.16, -2.84, 0.95], [-3.01, -3.70, 0.99], [-2.38, -1.64, 0.45], [2.89, -3.48, 2.37], [1.79, -1.27, 2.38], [-0.87, -5.20, 1.24], [-1.08, 2.21, 4.73], [0.05, 3.62, 6.74], [-4.91, -4.08, 4.46], [-4.34, -2.98, 3.98], [-3.08, -2.62, 4.42], [-2.44, -3.37, 5.31], [-2.49, -1.47, 3.92], [-1.26, -1.16, 4.34], [-3.14, -0.67, 2.98], [-2.33, 0.88, 2.25], [-4.40, -1.07, 2.55], [-5.06, -0.36, 1.64], [-5.01, -2.21, 3.05], [-6.21, -2.58, 2.63]],
  "mol_weight_g_mol": 1448.1,
  "charge": 0,
  "homo_energy_ev": [-8.057, -8.057],
  "fmax_ev_per_a": 0.59,
  "e_above_lowest_kcal_mol": 7.77,
  "lumo_energy_ev": [-2.8, -2.8],
  "multiplicity": 1
}

***

{
  "formula": "C40H47N6O2S3Sn",
  "method": "ωB97M-V/def2-TZVPD",
  "symbols": ["Sn", "S", "C", "N", "C", "C", "N", "C", "C", "C", "C", "C", "C", "C", "C", "S", "C", "C", "C", "C", "C", "C", "C", "H", "H", "H", "H", "H", "H", "H", "H", "H", "H", "H", "H", "H", "H", "H", "H", "H", "H", "C", "C", "C", "C", "C", "C", "C", "C", "C", "C", "C", "C", "O", "H", "H", "H", "H", "H", "H", "H", "H", "H", "H", "H", "H", "H", "H", "H", "H", "H", "N", "C", "O", "C", "C", "C", "N", "C", "C", "H", "H", "H", "H", "H", "H", "C", "N", "C", "C", "N", "C", "S", "H", "H", "H", "H", "H", "H"],
  "coordinates": [[0.15, -1.83, -1.30], [1.93, -0.83, 0.58], [1.08, 0.54, 1.08], [1.75, 1.67, 1.37], [1.01, 2.88, 1.69], [-0.19, 2.52, 2.53], [-0.98, 1.55, 1.80], [-2.42, 1.70, 1.74], [-2.84, 3.12, 1.47], [-3.82, 3.72, 2.24], [-4.24, 5.01, 1.95], [-3.66, 5.70, 0.90], [-2.68, 5.11, 0.13], [-2.26, 3.82, 0.41], [-0.36, 0.52, 1.22], [-1.27, -0.82, 0.74], [3.18, 1.80, 1.19], [3.82, 2.58, 2.31], [3.55, 2.25, 3.64], [4.10, 2.99, 4.67], [4.94, 4.06, 4.38], [5.24, 4.37, 3.07], [4.68, 3.64, 2.04], [0.68, 3.37, 0.76], [1.68, 3.55, 2.22], [-0.80, 3.40, 2.74], [0.13, 2.09, 3.49], [-2.87, 1.35, 2.68], [-2.79, 1.06, 0.93], [-4.27, 3.16, 3.05], [-5.01, 5.47, 2.55], [-3.99, 6.71, 0.68], [-2.24, 5.65, -0.69], [-1.50, 3.36, -0.19], [3.37, 2.28, 0.23], [3.59, 0.79, 1.15], [2.90, 1.42, 3.85], [3.87, 2.74, 5.69], [5.35, 4.64, 5.19], [5.89, 5.19, 2.85], [4.91, 3.89, 1.01], [-3.27, 1.68, -2.27], [-3.14, 0.47, -3.20], [-3.22, -0.84, -2.40], [-1.90, 0.63, -4.05], [-2.10, 1.02, -5.36], [-1.05, 1.32, -6.20], [0.24, 1.26, -5.71], [0.50, 0.85, -4.41], [1.96, 0.84, -3.97], [2.21, 1.74, -2.75], [2.51, -0.57, -3.72], [-0.57, 0.48, -3.57], [-0.35, -0.02, -2.35], [-4.22, 1.67, -1.75], [-3.21, 2.60, -2.85], [-2.46, 1.68, -1.54], [-4.00, 0.48, -3.89], [-2.77, -0.71, -1.42], [-2.71, -1.65, -2.92], [-4.26, -1.13, -2.25], [-3.12, 1.09, -5.74], [-1.24, 1.62, -7.22], [1.07, 1.52, -6.35], [2.53, 1.26, -4.80], [1.70, 1.36, -1.87], [1.86, 2.75, -2.95], [3.28, 1.77, -2.55], [2.35, -0.88, -2.68], [3.58, -0.60, -3.92], [2.01, -1.29, -4.37], [0.10, -9.61, -2.77], [0.03, -9.00, -1.57], [-0.02, -9.62, -0.53], [0.01, -7.49, -1.56], [0.03, -6.68, -2.69], [0.02, -5.30, -2.52], [0.01, -4.71, -1.33], [-0.01, -5.48, -0.26], [-0.02, -6.87, -0.32], [0.11, -10.61, -2.79], [0.12, -9.12, -3.65], [0.04, -7.08, -3.69], [0.03, -4.64, -3.38], [-0.04, -4.97, 0.70], [-0.04, -7.47, 0.58], [1.23, -3.36, 4.27], [0.15, -2.43, 4.42], [0.04, -1.42, 5.35], [-1.09, -0.73, 5.08], [-1.67, -1.31, 3.98], [-0.90, -2.35, 3.57], [-1.19, -3.32, 2.25], [1.64, -3.63, 5.25], [2.02, -2.92, 3.66], [0.87, -4.25, 3.77], [0.76, -1.29, 6.13], [-1.53, 0.12, 5.57], [-2.52, -1.05, 3.51]],
  "mol_weight_g_mol": 858.8,
  "charge": 1,
  "homo_energy_ev": -9.390,
  "fmax_ev_per_a": 2.56,
  "e_above_lowest_kcal_mol": 23.84,
  "lumo_energy_ev": -4.3,
  "multiplicity": 1
}

***

{
  "formula": "C21H16AsMnN4S4",
  "method": "ωB97M-V/def2-TZVPD",
  "symbols": ["Mn", "C", "C", "C", "C", "N", "C", "C", "C", "C", "C", "C", "N", "C", "C", "C", "C", "C", "N", "H", "H", "H", "H", "H", "H", "H", "H", "H", "H", "H", "S", "As", "S", "S", "S", "N", "C", "C", "C", "C", "C", "C", "H", "H", "H", "H", "H"],
  "coordinates": [[-0.78, 0.66, -0.01], [-1.14, 1.07, 4.26], [0.18, 1.14, 4.64], [1.17, 1.06, 3.66], [0.78, 0.92, 2.35], [-0.52, 0.82, 1.99], [-1.46, 0.91, 2.92], [1.74, 0.93, 1.19], [3.11, 1.05, 1.25], [3.82, 1.10, 0.06], [3.16, 1.03, -1.16], [1.78, 0.92, -1.15], [1.13, 0.86, 0.01], [0.86, 0.90, -2.33], [1.29, 1.04, -3.63], [0.33, 1.12, -4.63], [-1.01, 1.06, -4.30], [-1.37, 0.90, -2.96], [-0.44, 0.81, -2.01], [-1.94, 1.16, 4.99], [0.46, 1.26, 5.68], [2.22, 1.14, 3.91], [-2.48, 0.87, 2.55], [3.63, 1.12, 2.20], [4.90, 1.19, 0.08], [3.70, 1.09, -2.09], [2.34, 1.11, -3.86], [0.63, 1.24, -5.66], [-1.78, 1.16, -5.04], [-2.39, 0.88, -2.61], [-3.62, 3.77, 1.85], [-2.94, 3.02, -0.01], [-3.15, 0.82, -0.03], [-0.70, 3.04, -0.02], [-3.65, 3.82, -1.83], [-0.81, -1.02, -0.01], [-0.74, -2.36, -0.01], [0.37, -3.02, 0.55], [0.45, -4.40, 0.52], [-0.56, -5.18, -0.03], [-1.67, -4.52, -0.58], [-1.77, -3.15, -0.58], [1.16, -2.43, 1.00], [1.32, -4.89, 0.96], [-0.50, -6.26, -0.04], [-2.47, -5.11, -1.01], [-2.63, -2.64, -1.01]],
  "mol_weight_g_mol": 582.5,
  "charge": -1,
  "homo_energy_ev": [-3.641, -3.649],
  "fmax_ev_per_a": 1.67,
  "e_above_lowest_kcal_mol": 0.00,
  "lumo_energy_ev": [1.6, 1.5],
  "multiplicity": 2
}

***

{
  "formula": "C7H4NO3",
  "method": "ωB97M-V/def2-TZVPD",
  "symbols": ["C", "C", "C", "C", "C", "C", "C", "N", "O", "O", "O", "H", "H", "H", "H"],
  "coordinates": [[1.91, 2.68, 0.11], [-0.13, -0.27, -0.52], [0.09, -0.67, 0.88], [0.48, 0.89, -0.80], [1.08, -0.13, 1.59], [3.31, -1.61, -0.67], [1.63, 1.40, -0.04], [2.28, 3.76, 0.31], [2.39, -2.29, -0.81], [4.32, -1.08, -0.66], [2.16, 0.49, 0.92], [-0.77, -0.66, -1.20], [-0.73, -1.24, 1.41], [0.19, 1.48, -1.60], [1.01, -0.01, 2.65]],
  "mol_weight_g_mol": 150.1,
  "charge": -1,
  "homo_energy_ev": -2.265,
  "fmax_ev_per_a": 5.36,
  "e_above_lowest_kcal_mol": 5.62,
  "lumo_energy_ev": 3.4,
  "multiplicity": 1
}